{
  "formula": "C18H32NO2P2Tl",
  "method": "ωB97M-V/def2-TZVPD",
  "species": ["C", "C", "N", "C", "C", "C", "C", "P", "Tl", "P", "C", "O", "O", "H", "H", "H", "C", "C", "H", "H", "H", "H", "C", "C", "H", "H", "H", "H", "H", "H", "H", "H", "H", "H", "H", "H", "H", "H", "H", "H", "H", "H", "C", "C", "C", "C", "C", "C", "C", "H", "H", "H", "H", "H", "H", "H"],
  "coordinates": [[-0.76, 0.85, -4.43], [-0.91, 0.59, -3.03], [-0.11, 1.25, -2.11], [0.64, 2.28, -2.57], [0.65, 2.73, -3.91], [-0.04, 1.95, -4.85], [-2.05, -0.12, -2.55], [-2.05, -0.67, -0.87], [0.21, -0.71, 0.50], [1.71, 1.94, -0.08], [1.50, 2.98, -1.52], [0.14, -2.30, -5.49], [0.09, -5.90, -2.05], [-1.22, 0.17, -5.14], [1.22, 3.64, -4.18], [-0.05, 2.24, -5.88], [-3.08, 0.68, -0.20], [-2.99, -2.24, -0.76], [2.50, 3.30, -1.83], [1.00, 3.86, -1.11], [-0.31, -2.05, -4.64], [-2.69, -0.60, -3.29], [2.46, 2.92, 1.20], [2.89, 0.64, -0.43], [1.97, -2.62, 1.04], [0.54, -5.58, -1.24], [-0.63, -5.22, -2.05], [0.83, -2.79, -4.99], [0.37, 1.64, 0.40], [2.29, -2.92, 0.40], [-3.94, 0.60, -0.88], [-3.42, 0.72, 0.84], [-2.54, 1.60, -0.44], [-3.61, -2.34, -1.66], [-2.32, -3.11, -0.69], [-3.62, -2.28, 0.14], [3.89, 1.08, -0.33], [2.82, -0.24, 0.23], [2.76, 0.26, -1.44], [3.46, 3.19, 0.83], [1.84, 3.82, 1.30], [2.53, 2.40, 2.16], [-1.22, 0.16, 2.68], [-0.51, -0.25, 3.85], [-1.24, -0.83, 4.93], [-0.62, -1.06, 6.15], [0.76, -0.83, 6.30], [1.50, -0.34, 5.23], [0.89, -0.05, 4.01], [-2.16, -0.40, 2.51], [-1.11, 1.22, 2.41], [-2.31, -1.00, 4.76], [-1.21, -1.39, 7.00], [1.25, -1.00, 7.27], [2.58, -0.20, 5.36], [1.46, 0.33, 3.15]],
  "lowdin_charge": [-0.062, -0.381, 0.043, -0.363, -0.073, -0.090, -0.301, 0.639, 0.600, 0.836, -0.248, -0.092, -0.080, 0.099, 0.104, 0.102, -0.280, -0.265, 0.110, 0.107, 0.034, 0.059, -0.205, -0.276, -0.047, 0.039, 0.037, 0.047, -0.003, 0.018, 0.040, 0.033, 0.039, 0.040, 0.025, 0.045, 0.068, -0.024, 0.065, 0.067, 0.066, 0.063, -0.227, -0.385, -0.063, -0.105, -0.126, -0.117, -0.095, 0.018, 0.024, 0.105, 0.094, 0.091, 0.093, 0.057],
  "e_lumo_ev": -0.06,
  "multiplicity": 1,
  "homo_ev": -5.91
}

{
  "formula": "C18H32NO3P2Ru",
  "method": "ωB97M-V/def2-TZVPD",
  "species": ["C", "C", "N", "C", "C", "C", "C", "P", "Ru", "P", "C", "C", "C", "C", "C", "C", "C", "O", "O", "H", "H", "H", "C", "C", "H", "H", "H", "H", "C", "C", "H", "H", "H", "H", "H", "H", "H", "H", "H", "H", "H", "H", "H", "H", "H", "H", "H", "H", "H", "H", "H", "H", "C", "O", "H", "H", "H"],
  "coordinates": [[-0.97, 3.13, -2.91], [-0.98, 2.07, -1.99], [0.16, 1.77, -1.30], [1.31, 2.39, -1.57], [1.37, 3.41, -2.52], [0.21, 3.79, -3.19], [-2.14, 1.17, -1.88], [-2.14, 0.25, -0.29], [0.06, 0.43, 0.42], [2.33, 0.37, 0.07], [2.57, 1.97, -0.82], [0.01, -1.25, 1.64], [-0.57, -1.11, 3.04], [-0.67, -2.42, 3.77], [-0.22, -3.61, 3.25], [0.33, -3.66, 1.94], [0.43, -2.48, 1.18], [-1.72, -0.42, -3.74], [0.61, -0.96, -3.20], [-1.90, 3.35, -3.42], [2.33, 3.89, -2.68], [0.25, 4.59, -3.93], [-3.19, 0.97, 1.01], [-2.84, -1.37, -0.70], [3.41, 1.86, -1.51], [2.83, 2.73, -0.06], [-2.03, 0.32, -2.90], [-3.10, 1.69, -2.04], [3.33, 0.39, 1.55], [2.98, -0.86, -1.08], [-1.59, -0.70, 2.92], [-1.04, -2.35, 4.79], [-0.30, -4.53, 3.83], [0.66, -4.61, 1.53], [0.86, -2.55, 0.18], [-0.14, -0.74, -1.51], [0.82, -1.85, -3.53], [-0.36, -0.70, -3.57], [-2.08, -0.09, -4.56], [0.51, -0.83, -0.85], [-4.17, 1.27, 0.60], [-3.35, 0.22, 1.80], [-2.67, 1.83, 1.45], [-3.93, -1.28, -0.76], [-2.44, -1.67, -1.68], [-2.55, -2.09, 0.07], [4.00, -0.55, -1.36], [3.01, -1.83, -0.56], [2.33, -0.92, -1.97], [4.39, 0.49, 1.29], [3.01, 1.22, 2.19], [3.16, -0.56, 2.08], [0.22, -0.13, 3.93], [0.04, 1.73, 1.59], [-0.29, -0.01, 4.89], [0.28, 0.86, 3.44], [1.24, -0.51, 4.10]],
  "lowdin_charge": [-0.005, -0.316, -0.027, -0.305, -0.018, -0.027, -0.300, 0.803, 0.954, 0.798, -0.231, -0.254, -0.384, -0.021, -0.065, -0.066, -0.131, -0.180, -0.190, 0.124, 0.122, 0.122, -0.234, -0.213, 0.105, 0.112, -0.023, 0.105, -0.222, -0.218, 0.123, 0.124, 0.117, 0.107, 0.077, 0.171, 0.055, -0.011, 0.045, 0.004, 0.058, 0.045, 0.044, 0.070, 0.045, 0.047, 0.070, 0.057, 0.026, 0.065, 0.062, 0.055, -0.062, -0.422, 0.087, 0.040, 0.088],
  "total_charge": 1,
  "e_lumo_ev": [-2.62, -6.32],
  "multiplicity": 5,
  "homo_ev": [-9.75, -10.74]
}

{
  "formula": "C18H33B10F40N6",
  "method": "ωB97M-V/def2-TZVPD",
  "species": ["C", "C", "N", "C", "C", "N", "C", "C", "H", "H", "H", "H", "H", "H", "H", "H", "H", "H", "H", "C", "C", "N", "C", "C", "N", "C", "C", "H", "H", "H", "H", "H", "H", "H", "H", "H", "H", "H", "C", "C", "N", "C", "C", "N", "C", "C", "H", "H", "H", "H", "H", "H", "H", "H", "H", "H", "H", "B", "F", "F", "F", "F", "B", "F", "F", "F", "F", "B", "F", "F", "F", "F", "B", "F", "F", "F", "F", "B", "F", "F", "F", "F", "B", "F", "F", "F", "F", "B", "F", "F", "F", "F", "B", "F", "F", "F", "F", "B", "F", "F", "F", "F", "B", "F", "F", "F", "F"],
  "coordinates": [[-1.41, -1.15, -1.90], [-0.21, -1.32, -1.04], [0.61, -0.10, -1.18], [0.38, 1.20, -0.80], [1.52, 1.89, -1.03], [2.45, 1.06, -1.65], [1.75, -0.08, -1.87], [3.72, 1.43, -2.25], [-2.09, -0.30, -1.79], [-2.05, -2.03, -2.03], [-1.10, -0.94, -2.93], [0.35, -2.14, -1.49], [-0.49, -1.68, -0.04], [-0.59, 1.45, -0.38], [1.70, 2.95, -0.97], [2.25, -0.99, -2.15], [4.59, 1.29, -1.61], [3.59, 2.48, -2.52], [3.84, 0.92, -3.20], [-7.09, -3.19, 5.29], [-5.95, -3.60, 4.42], [-5.61, -2.48, 3.49], [-6.35, -1.38, 3.11], [-5.60, -0.62, 2.25], [-4.49, -1.36, 2.03], [-4.42, -2.42, 2.83], [-3.48, -0.98, 1.02], [-7.98, -2.94, 4.70], [-6.98, -2.37, 6.00], [-7.36, -4.05, 5.92], [-6.32, -4.46, 3.87], [-4.99, -3.69, 4.92], [-7.41, -1.27, 3.27], [-5.89, 0.26, 1.71], [-3.80, -3.30, 2.67], [-3.91, -1.25, 0.06], [-2.47, -1.30, 1.23], [-3.48, 0.11, 0.95], [6.09, 0.04, 1.36], [4.93, -0.15, 2.34], [4.17, 1.07, 2.49], [4.63, 2.35, 2.61], [3.58, 3.20, 2.70], [2.41, 2.45, 2.65], [2.84, 1.19, 2.43], [1.03, 2.90, 2.74], [6.58, -0.89, 1.07], [6.89, 0.74, 1.63], [5.72, 0.44, 0.42], [5.36, -0.45, 3.30], [4.30, -1.01, 2.13], [5.68, 2.55, 2.47], [3.56, 4.26, 2.90], [2.15, 0.35, 2.41], [0.47, 2.37, 3.51], [0.56, 2.76, 1.76], [1.09, 3.96, 2.99], [7.24, 3.76, 0.20], [5.97, 4.13, -0.28], [7.60, 2.45, 0.01], [8.17, 4.66, -0.42], [7.25, 4.01, 1.59], [1.26, -2.39, 3.15], [0.93, -2.29, 1.79], [0.64, -3.51, 3.74], [2.63, -2.52, 3.28], [0.87, -1.23, 3.85], [-0.88, -5.94, -2.84], [-0.79, -7.36, -2.82], [-1.75, -5.62, -3.89], [-1.48, -5.54, -1.64], [0.38, -5.39, -2.93], [0.53, 1.40, -5.16], [0.47, 1.54, -6.56], [0.31, 0.07, -4.80], [1.78, 1.83, -4.65], [-0.50, 2.20, -4.58], [-2.76, 3.01, 2.02], [-2.54, 1.71, 2.47], [-4.02, 3.44, 2.44], [-1.77, 3.92, 2.57], [-2.66, 3.06, 0.66], [-3.28, -0.33, -6.28], [-3.91, -1.23, -7.16], [-3.90, 0.94, -6.35], [-3.20, -0.83, -4.99], [-1.97, 0.09, -6.76], [-4.23, -4.49, -0.38], [-3.19, -3.67, 0.08], [-4.02, -4.59, -1.79], [-4.22, -5.84, 0.02], [-5.55, -3.96, -0.20], [3.50, 6.72, -0.77], [3.23, 8.01, -0.40], [4.92, 6.75, -1.05], [3.27, 5.72, 0.22], [2.88, 6.44, -2.00], [-3.86, 2.19, -3.22], [-4.12, 2.67, -4.53], [-2.69, 1.34, -3.30], [-3.52, 3.32, -2.50], [-4.99, 1.47, -2.79], [4.90, -2.37, -1.15], [6.05, -2.83, -0.46], [4.27, -3.43, -1.80], [4.15, -1.64, -0.23], [5.35, -1.62, -2.27]],
  "lowdin_charge": [-0.071, -0.142, 0.003, 0.009, -0.019, -0.048, 0.000, 0.011, 0.070, 0.092, 0.087, 0.135, 0.097, 0.135, 0.135, 0.170, 0.080, 0.100, 0.097, -0.120, -0.158, -0.052, -0.045, 0.017, -0.038, 0.029, 0.053, 0.067, 0.077, 0.067, 0.130, 0.130, 0.107, 0.153, 0.179, 0.119, 0.108, 0.097, -0.063, -0.150, -0.020, -0.020, -0.004, -0.060, 0.019, 0.018, 0.072, 0.060, 0.078, 0.113, 0.113, 0.115, 0.126, 0.162, 0.100, 0.094, 0.096, -1.284, 0.110, 0.122, 0.037, 0.042, -1.291, 0.104, 0.066, 0.104, 0.060, -1.290, 0.017, 0.090, 0.091, 0.107, -1.268, 0.063, 0.110, 0.070, 0.072, -1.307, 0.099, 0.069, 0.022, 0.150, -1.223, 0.038, 0.063, 0.129, 0.023, -1.230, 0.102, 0.063, 0.073, 0.019, -1.240, 0.094, 0.021, 0.059, 0.071, -1.239, 0.050, 0.067, 0.085, 0.055, -1.273, 0.047, 0.089, 0.125, 0.054],
  "total_charge": -7,
  "e_lumo_ev": 8.63,
  "multiplicity": 1,
  "homo_ev": 4.97
}

Calculated values (eV) of ΔE to the lowest compared entry with this formula, charge and spin for the records, taken in order: 0.000, 0.000, 1.427.